# 1
A molecular structure, C7H13F6NO17S6Sr2Zr in a non-equilibrium geometry. Source: the Open Molecules 2025 dataset; level of theory: ωB97M-V/def2-TZVPD.

Structure (XYZ):
```
53
Properties=species:S:1:pos:R:3:forces:R:3:mulliken_charge:R:1
Sr 16.39524 4.71014 10.49399 -0.63 0.54 2.11 2.045
Sr 20.92129 7.51863 12.49211 0.38 0.16 0.55 2.310
Zr 16.97257 6.36477 15.12286 1.84 1.23 0.98 2.089
S 19.75159 6.94360 15.79524 -2.90 2.05 0.31 0.862
O 20.29884 7.56982 16.94050 0.52 -1.04 0.64 -0.568
O 20.74318 6.83792 14.70981 -0.36 -0.66 -0.42 -0.946
O 18.85080 5.71951 15.90230 1.46 -2.07 0.82 -0.623
O 18.51628 7.79251 15.39652 1.27 1.32 -1.22 0.067
S 17.55003 7.42735 12.54600 -0.17 -2.24 1.66 1.183
O 17.95599 6.14932 13.29497 1.49 -0.61 -1.51 -0.634
O 18.69302 8.31930 12.43195 -0.54 0.23 -0.61 -0.692
O 17.06843 6.96329 11.23978 -0.04 0.46 -0.40 -0.895
O 16.55273 7.83298 13.56036 -0.70 1.87 -1.26 -0.269
O 17.00978 2.10625 14.15836 0.29 0.33 -0.53 -0.402
C 16.78328 3.37926 13.88506 -1.42 0.65 -0.78 0.215
O 16.69972 4.18520 14.82328 0.67 0.88 1.16 -0.712
O 16.50382 3.73338 12.68944 0.72 -0.68 -1.10 -0.623
H 17.00274 1.68542 13.28472 0.00 -0.46 0.33 0.315
C 13.21830 4.37027 16.67794 1.10 -0.12 -0.89 0.637
F 12.05577 4.40298 17.27514 0.05 -0.19 -0.09 -0.178
F 14.16734 3.86444 17.45998 -0.38 -0.07 0.10 -0.210
F 13.19754 3.63237 15.56116 -0.31 0.26 0.59 -0.195
S 13.72956 6.18115 16.39650 0.07 0.47 2.27 1.054
O 12.55552 6.95379 16.18075 -0.20 -0.19 -0.95 -0.614
O 14.41004 6.46623 17.62258 1.00 -0.25 -0.51 -0.634
N 14.84036 6.27064 15.10433 -4.07 -1.05 -0.47 -0.193
S 13.88389 6.25695 13.74658 -0.03 1.25 -0.95 0.711
O 14.69913 6.14484 12.56118 0.64 -0.82 -0.13 -0.377
O 12.71668 5.46398 13.83348 -0.14 -0.58 0.14 -0.542
C 13.24593 8.03541 13.60072 1.44 0.47 0.63 0.664
F 13.68451 8.75013 14.64864 -0.23 0.07 -0.13 -0.171
F 13.82466 8.58443 12.52570 -0.51 -0.15 -0.18 -0.248
F 11.95249 8.08735 13.52863 -0.31 -0.09 -0.23 -0.213
C 21.88236 12.33852 12.72911 0.70 0.27 0.58 -0.989
S 20.59980 11.12787 12.99085 -0.97 0.68 -0.58 0.656
O 21.28592 9.77725 12.85906 0.30 -0.22 0.09 -0.877
C 20.31816 11.38708 14.73514 1.05 -0.16 0.41 -0.800
H 21.88881 12.79387 11.74405 -0.29 -0.31 -0.17 0.340
H 22.83717 11.84377 12.91769 -0.05 -0.04 -0.04 0.310
H 21.77991 13.13238 13.46823 -0.10 0.02 -0.06 0.343
H 20.22238 12.44100 14.98831 -0.25 0.07 -0.35 0.464
H 21.24946 11.04718 15.20176 -0.25 -0.15 0.23 0.422
H 19.46396 10.82345 15.09452 0.01 -0.21 -0.14 -0.035
C 15.15221 9.90253 17.86608 -0.25 1.60 -0.32 -1.100
S 16.50107 9.53737 16.78020 1.09 0.08 0.69 0.504
O 16.20936 8.18171 16.18656 -0.59 -1.11 -0.17 -0.558
C 16.19074 10.71590 15.49181 -0.63 -0.13 -1.21 -0.686
H 15.17394 11.00196 17.93177 0.08 -0.16 0.00 0.511
H 15.33018 9.59169 18.88793 -0.13 -0.76 -0.14 0.361
H 14.19948 9.67334 17.39409 -0.05 -0.54 0.30 0.272
H 15.43091 10.34488 14.79523 -0.23 -0.09 0.48 0.091
H 17.05538 10.82166 14.83733 0.32 0.10 0.47 0.018
H 15.85751 11.66053 15.91050 0.24 0.09 0.04 0.543
```
Forces are in eV/Å.

Results
Net charge: +2
Kohn-Sham gap, eV: 7.329
Molar mass, g mol⁻¹: 956.03
HOMO, Eh: -0.5288
F_max, eV Å⁻¹: 4.23
LUMO, eV: -7.060

# 2
A molecular structure, C38H116FN2O22Pd in a non-equilibrium geometry. Source: the Open Molecules 2025 dataset; level of theory: ωB97M-V/def2-TZVPD.

Structure (XYZ):
```
180
Properties=species:S:1:pos:R:3:forces:R:3:mulliken_spin:R:1
Pd 3.09746 1.36950 -3.22122 0.34 -0.15 0.03 0.003
C -1.41483 -0.01265 -0.92937 0.80 0.03 -0.04 0.005
C -0.88929 -0.13124 0.56073 -2.07 -1.57 -2.07 0.016
C -1.13372 -1.63913 0.97687 0.49 -0.33 0.53 0.003
C -0.54056 -2.04138 2.31028 1.35 0.71 0.30 0.000
C 0.94583 -1.65897 2.37223 -0.35 0.37 -0.51 0.002
C 1.26472 -0.16992 1.93515 2.19 -0.47 1.14 0.022
N 0.55771 0.24716 0.68532 -0.62 4.24 0.22 0.293
O 0.84559 1.60159 0.29494 -1.21 -5.06 1.38 0.632
C 2.79557 -0.17283 1.59224 -0.15 0.55 -0.69 0.003
C 1.07748 0.77508 3.20667 -0.53 -0.60 -1.37 0.024
C -1.93768 0.67735 1.31155 0.68 1.67 2.13 0.024
H -0.94797 -0.68951 -1.64490 0.39 -0.10 0.24 -0.002
H -1.29415 0.99029 -1.33882 0.20 0.11 0.26 0.001
H -2.48176 -0.22824 -0.98679 -0.02 -0.11 0.39 0.000
H -0.78209 -2.38518 0.26423 0.31 0.44 -0.52 -0.002
H -2.16830 -1.93137 1.15666 -0.56 0.88 -0.79 -0.001
H -0.63205 -3.12091 2.43004 -0.14 -0.02 0.17 0.000
H -1.05363 -1.54666 3.13497 -0.22 -0.04 0.08 0.000
H 1.52307 -2.36057 1.77002 -0.05 0.15 -0.47 -0.002
H 1.34181 -1.83933 3.37161 0.00 0.42 0.19 0.000
H 3.14313 0.75025 1.12832 -0.45 0.33 0.10 -0.001
H 3.02790 -0.90285 0.81687 -0.13 -0.32 0.18 -0.002
H 3.46803 -0.30257 2.44021 -0.39 -0.37 0.26 -0.001
H 1.79846 0.50303 3.97756 0.07 -0.06 -0.19 0.001
H 0.08135 0.62913 3.62446 -0.10 0.17 0.05 -0.002
H 1.21456 1.81862 2.92326 -0.01 -0.06 0.00 -0.006
H -1.75472 1.75153 1.28406 0.14 0.18 -0.75 -0.007
H -1.87626 0.56354 2.39385 0.07 -0.60 0.28 -0.003
H -2.99347 0.53610 1.08033 0.31 -0.47 -0.54 0.001
C 2.79334 0.86218 -8.83180 0.10 -0.45 0.62 0.005
C 1.53929 1.60394 -9.33085 1.13 0.96 0.16 0.006
C 1.17932 1.03169 -10.72064 0.55 1.04 -0.98 0.006
C -0.16301 1.46455 -11.30541 -0.14 -0.81 0.51 -0.002
C -1.24759 1.14539 -10.31506 0.13 0.25 -0.51 0.015
C -1.01134 1.75849 -8.89714 -2.15 -1.11 -0.19 -0.005
N 0.37485 1.47129 -8.38205 -0.07 1.71 3.17 0.334
O 0.56694 1.83844 -7.02797 -0.53 -1.31 -5.08 0.608
C -2.09089 1.02858 -8.00766 0.74 0.45 0.71 0.003
C -1.43049 3.25046 -9.00657 0.80 0.56 0.31 0.025
C 1.97569 3.13796 -9.46766 -1.05 -0.73 0.13 0.029
H 3.08551 1.02787 -7.79484 -0.36 0.63 0.05 0.001
H 3.65603 1.14385 -9.43556 -0.12 0.07 -0.16 0.000
H 2.73484 -0.22598 -8.85614 -0.43 -0.12 -0.39 -0.003
H 1.43397 -0.02464 -10.80664 -0.84 -0.33 0.45 -0.004
H 1.86837 1.42086 -11.47020 0.71 0.36 0.38 -0.001
H -0.40157 0.85108 -12.17422 0.30 0.21 -0.36 0.000
H -0.22867 2.51161 -11.60116 0.50 0.07 0.02 0.000
H -1.37791 0.06877 -10.42468 0.10 -0.31 1.12 -0.002
H -2.16464 1.52043 -10.76946 -0.37 0.33 0.59 0.000
H -1.78580 0.01205 -7.75927 0.09 -0.06 -0.24 -0.003
H -3.08621 1.00494 -8.45139 0.23 0.02 -0.56 0.000
H -2.25772 1.51726 -7.04772 0.38 0.21 0.07 0.000
H -2.50006 3.41837 -9.13274 -0.12 -0.62 -0.07 0.001
H -0.95577 3.76858 -9.83982 0.09 -0.18 -0.15 -0.003
H -1.16908 3.85017 -8.13473 0.22 -0.33 0.28 -0.005
H 2.84264 3.27756 -10.11341 0.06 -0.37 0.08 0.002
H 2.17795 3.56995 -8.48757 0.04 -0.19 0.03 -0.004
H 1.16539 3.71278 -9.91609 -0.05 0.04 0.01 -0.003
F 6.23372 0.28286 -3.17019 -0.17 0.04 0.08 0.000
C -4.39969 3.90951 6.20985 -2.02 -0.16 0.04 0.000
O -4.60283 3.99825 7.63245 1.32 0.40 -0.15 0.000
H -5.31327 4.34197 5.80186 -0.14 -0.19 -0.62 0.000
H -3.62154 4.50036 5.72663 0.53 -0.06 1.10 0.000
H -4.34504 2.86518 5.90250 0.29 0.02 -0.15 0.000
H -5.32029 3.40857 7.87561 0.03 -0.01 -0.22 0.000
C 10.10825 -2.68496 -0.77489 0.41 -0.04 -0.30 0.000
O 9.57285 -1.41768 -0.43723 -0.02 -0.65 0.05 0.000
H 10.76503 -2.59156 -1.63977 0.34 0.00 -0.04 0.000
H 10.68300 -3.08623 0.05984 -0.05 0.15 0.06 0.000
H 9.37090 -3.42947 -1.07506 -0.39 0.04 0.26 0.000
H 8.96225 -1.23159 -1.15427 -0.39 0.60 -0.03 0.000
C -4.55859 8.50625 2.43613 -0.33 0.37 0.65 0.000
O -5.51025 8.85538 1.44163 0.29 -0.17 -0.07 0.000
H -3.68062 9.15173 2.46127 0.17 0.05 -0.43 0.000
H -5.05481 8.69699 3.38770 -0.04 -0.25 0.07 0.000
H -4.24141 7.46407 2.39911 -0.06 -0.06 -0.10 0.000
H -5.20233 8.50272 0.60353 -0.02 0.05 -0.14 0.000
C 10.96259 0.93168 4.18534 0.86 0.71 -0.75 0.000
O 9.74963 0.30987 4.00164 -1.84 -0.97 0.55 0.000
H 11.70720 0.27024 3.74245 0.71 0.47 0.23 0.000
H 10.90019 1.88653 3.66333 0.67 0.26 -0.16 0.000
H 11.19505 1.17066 5.22309 -0.26 -0.46 0.12 0.000
H 9.75971 -0.09207 3.12990 -0.21 0.00 -0.03 0.000
C -8.85153 3.66170 1.80641 0.24 1.29 -0.90 0.000
O -10.09959 3.05904 2.02110 0.23 -0.76 0.56 0.000
H -7.94824 3.20091 2.20620 -0.27 -0.52 0.42 0.000
H -8.72723 3.71360 0.72476 0.44 0.33 -0.17 0.000
H -8.89099 4.67993 2.19336 -0.03 -0.03 -0.01 0.000
H -9.96588 2.18680 1.64305 -0.60 -0.36 0.10 0.000
C 0.14651 -4.17510 -8.66958 1.17 0.02 -1.49 0.000
O 0.12672 -3.53661 -7.43529 -0.54 -0.25 0.94 0.000
H -0.68869 -3.92239 -9.32278 -0.21 -0.07 0.09 0.000
H 1.06787 -3.88819 -9.17639 0.09 0.35 -0.50 0.000
H 0.28400 -5.25636 -8.65918 -0.59 -0.09 0.88 0.000
H -0.19457 -2.64254 -7.57317 0.10 0.07 0.11 0.000
C -3.89630 -7.63034 -1.41379 -0.33 0.22 -0.21 0.000
O -5.03651 -8.36429 -1.86319 0.33 -0.08 0.22 0.000
H -3.11428 -7.62826 -2.17309 0.13 0.04 -0.02 0.000
H -4.22526 -6.60797 -1.22763 0.36 0.19 0.19 0.000
H -3.48445 -8.04711 -0.49467 -0.28 -0.18 -0.08 0.000
H -5.44831 -7.78962 -2.51264 -0.25 -0.16 -0.12 0.000
C 6.53372 -6.54520 1.89253 -0.12 -0.47 0.40 0.000
O 6.33525 -7.73635 1.13139 0.16 0.30 -0.71 0.000
H 5.64321 -6.42253 2.50900 0.18 0.34 0.34 0.000
H 7.44116 -6.60605 2.49332 -0.09 -0.05 0.26 0.000
H 6.65686 -5.65039 1.28240 -0.19 -0.38 -0.48 0.000
H 6.62438 -8.51356 1.61507 0.06 0.26 0.19 0.000
C 2.66144 1.94442 9.70882 -0.29 0.11 0.98 0.000
O 3.96465 1.43414 9.71387 0.74 -0.11 -0.35 0.000
H 2.52823 2.84402 9.10792 0.01 -0.13 -0.30 0.000
H 1.93782 1.16328 9.47583 -0.21 0.12 -0.31 0.000
H 2.49532 2.24005 10.74473 -0.30 0.07 0.02 0.000
H 4.31230 1.43897 8.81905 0.07 -0.04 -0.08 0.000
C -8.37739 -1.37554 -0.42122 0.80 0.17 -0.50 0.000
O -9.16758 -1.11584 0.69731 -0.41 -0.01 0.74 0.000
H -8.22806 -0.43354 -0.94888 -0.35 -0.15 -0.27 0.000
H -7.37063 -1.68795 -0.14389 0.15 -0.24 0.10 0.000
H -8.82446 -2.15466 -1.03863 0.03 0.16 -0.38 0.000
H -9.21292 -1.94979 1.17069 -0.23 0.10 0.31 0.000
C -5.69739 -2.57518 6.09768 1.07 -0.30 -0.19 0.000
O -5.22999 -1.83668 7.20496 -0.61 0.32 0.65 0.000
H -6.64144 -3.10777 6.21265 -0.20 0.24 0.32 0.000
H -5.72095 -1.91619 5.22975 -0.10 -0.30 -0.32 0.000
H -4.91362 -3.32768 6.01085 -0.19 -0.12 -0.65 0.000
H -5.89289 -1.17131 7.40360 0.07 0.15 0.20 0.000
C 0.90491 -8.46312 3.21326 -0.02 -0.35 0.58 0.000
O 0.27784 -9.52358 2.53588 -0.58 -0.33 -0.63 0.000
H 1.11828 -7.60363 2.57776 0.12 -0.02 0.03 0.000
H 0.22073 -8.17118 4.00999 0.04 0.21 -0.04 0.000
H 1.79483 -8.87358 3.69040 0.38 0.48 0.02 0.000
H 0.62511 -9.59381 1.64365 0.07 0.00 0.04 0.000
C 0.42530 7.46280 6.62632 -0.46 -0.25 -0.15 0.000
O 0.53259 8.25593 5.45728 0.39 0.07 0.07 0.000
H 0.73730 8.06402 7.48031 -0.16 0.00 -0.11 0.000
H -0.60624 7.12575 6.72827 -0.21 0.15 0.43 0.000
H 1.01058 6.54329 6.61850 0.44 0.07 -0.22 0.000
H 0.37934 7.70340 4.68733 0.00 -0.04 -0.05 0.000
C 5.68431 -3.96707 7.02574 0.01 0.04 0.34 0.000
O 6.35194 -5.14231 7.47463 -0.10 -0.26 -0.47 0.000
H 5.92711 -3.20434 7.76560 -0.42 0.52 -0.30 0.000
H 5.99333 -3.64822 6.03028 0.46 -0.26 0.15 0.000
H 4.61288 -4.15076 6.94579 -0.17 0.20 0.20 0.000
H 5.80664 -5.45589 8.19983 0.21 -0.24 0.08 0.000
C -0.40722 7.53505 -0.55607 0.50 -0.64 -2.09 0.000
O -0.10511 6.86854 0.62467 0.18 0.05 0.94 0.000
H -0.92627 8.48618 -0.43761 -0.16 -0.42 0.26 0.000
H 0.45359 7.67733 -1.20941 0.86 0.87 0.51 0.000
H -0.85335 6.81758 -1.24476 -1.49 0.26 0.07 0.000
H 0.24263 6.01924 0.34290 0.11 -0.15 0.34 0.000
C -0.44879 -3.40948 8.75441 -1.17 0.14 -0.46 0.000
O -1.49287 -3.20404 9.69870 0.28 -0.15 0.99 0.000
H -0.47702 -2.52199 8.12222 0.74 -0.19 -0.40 0.000
H 0.52914 -3.57101 9.20794 -0.29 0.27 0.32 0.000
H -0.71495 -4.30158 8.18747 0.35 -0.04 -0.40 0.000
H -2.26358 -2.87072 9.23340 0.05 -0.02 -0.07 0.000
C -5.08960 5.23130 -3.13094 -0.15 -0.16 -0.51 0.000
O -4.95297 6.63711 -3.05077 0.37 0.20 0.06 0.000
H -6.14389 5.01518 -3.30380 -0.08 -0.47 0.29 0.000
H -4.53433 4.83700 -3.98201 0.11 -0.11 -0.05 0.000
H -4.69099 4.73770 -2.24463 -0.25 0.24 0.12 0.000
H -4.83768 6.93142 -3.95724 0.00 0.30 0.11 0.000
C -5.95844 -4.70351 -5.36057 -0.22 1.17 0.53 0.000
O -6.94020 -5.31845 -4.51116 0.53 -0.59 -0.63 0.000
H -6.28645 -4.54821 -6.38838 -0.21 -0.26 -0.04 0.000
H -5.80370 -3.72061 -4.91552 0.40 0.29 -0.31 0.000
H -4.98157 -5.18576 -5.39598 -0.39 -0.56 0.38 0.000
H -7.77678 -4.91118 -4.74752 -0.07 -0.08 0.10 0.000
C 6.25578 4.00889 5.06429 1.19 0.11 0.00 0.000
O 6.24505 2.79582 5.78001 -1.01 -0.63 0.56 0.000
H 5.47310 4.70471 5.36654 -0.25 -0.47 0.14 0.000
H 7.20552 4.46040 5.35102 0.11 0.64 -0.53 0.000
H 6.21860 3.83943 3.98818 -0.08 0.18 -0.04 0.000
H 6.72901 2.12012 5.29959 0.05 0.13 -0.13 0.000
C 3.14437 -3.91587 -2.75213 -1.25 0.44 -1.42 0.000
O 2.70513 -2.76101 -3.51065 0.61 -0.22 0.29 0.000
H 2.31511 -4.09708 -2.06834 0.62 -0.23 0.83 0.000
H 3.16683 -4.78113 -3.41464 0.26 -0.20 -0.03 0.000
H 4.14812 -3.76584 -2.35455 -0.39 0.26 0.30 0.000
H 2.22147 -3.06271 -4.28308 0.07 -0.04 0.01 0.000
```
Forces are in eV/Å.

Results
Net charge: -1
ΔE to the lowest compared entry with this formula, charge and spin, kJ/mol: 1148.5
Kohn-Sham gap (spin up / spin down), eV: 4.285 / 4.283
Expectation value of S²: 2.0100
Molar mass, g mol⁻¹: 1078.76
HOMO (spin up / spin down), Eh: -0.1234 / -0.1233
F_max, eV Å⁻¹: 5.39
LUMO (spin up / spin down), eV: 0.929 / 0.928
Multiplicity: 3

# 3
4 unconnected molecules or ions with the total composition C2H11NO3 in a non-equilibrium geometry. Source: the Open Molecules 2025 dataset; level of theory: ωB97M-V/def2-TZVPD.

Structure (XYZ):
```
17
Properties=species:S:1:pos:R:3:forces:R:3:mulliken_charge:R:1
C -0.28064 -0.54154 0.94746 0.32 -0.23 0.60 -0.732
C -0.89123 1.17341 -0.49832 -0.79 0.28 -0.22 -0.254
N -0.01425 0.73267 0.28884 -0.14 -0.04 0.20 -0.466
H 0.23135 -1.38656 0.48526 -0.02 0.20 -0.31 0.239
H -1.33892 -0.77829 1.06543 -0.10 0.05 -0.34 0.351
H 0.13879 -0.47178 1.95327 0.00 0.04 0.00 0.328
H -0.85361 2.19296 -0.88472 0.50 -0.14 -0.12 0.278
H -1.79085 0.62173 -0.80116 0.07 -0.16 0.26 0.319
H 0.15880 2.45371 3.51587 -0.57 0.16 0.70 0.310
H 0.48026 2.02092 2.13179 -0.32 -0.54 -1.36 0.311
O 0.87899 2.37154 2.90855 0.95 0.35 0.57 -0.644
H 1.29102 0.07134 -1.43553 0.06 -0.11 -0.01 0.319
H 2.50310 -0.81451 -1.35615 0.69 -0.19 0.28 0.302
O 1.67777 -0.73118 -1.81602 -0.75 0.31 -0.28 -0.644
H -0.41617 -1.60336 -2.34329 0.41 0.01 -0.01 0.310
H -0.65973 -3.06930 -1.97188 -0.10 0.41 -0.12 0.314
O -1.11468 -2.24176 -2.18938 -0.21 -0.41 0.16 -0.641
```
Forces are in eV/Å.

Results
Net charge: 0
ΔE to the lowest compared entry with this formula, charge and spin, kJ/mol: 99.9
SMILES: C=NC.O.O.O
Kohn-Sham gap, eV: 11.146
Molar mass, g mol⁻¹: 97.11
HOMO, Eh: -0.3825
F_max, eV Å⁻¹: 1.50
LUMO, eV: 0.737

# 4
A molecular structure, C4H6Cl2NS2 in a non-equilibrium geometry. Source: the Open Molecules 2025 dataset; level of theory: ωB97M-V/def2-TZVPD.

Structure (XYZ):
```
15
Properties=species:S:1:pos:R:3:forces:R:3:mulliken_charge:R:1
C -0.44052 -2.70009 -1.94556 -2.13 1.20 2.81 0.586
C 1.09358 0.32219 -0.18059 0.03 0.23 -0.14 -0.228
C -1.71276 -0.76157 1.18731 0.78 -2.28 0.00 -0.100
C 1.44490 2.89372 0.05820 -4.16 -0.51 1.65 -0.720
N -1.14698 -2.38138 -1.06778 2.37 -0.46 -2.37 -0.036
S -2.24466 -2.13775 0.09465 -1.60 -0.23 0.95 0.179
S 2.23594 1.35478 0.41093 0.56 -0.55 -0.23 0.126
Cl 0.55319 -3.04582 -3.10815 0.61 -0.32 -0.82 0.018
Cl 1.60465 -1.31281 0.05843 0.43 -0.45 0.20 -0.168
H -2.55685 -0.19672 1.37453 -1.67 1.89 -0.77 0.379
H -0.82367 -0.34685 0.77720 0.33 0.91 -0.15 -0.265
H -1.59608 -1.17467 2.17224 0.92 -0.72 0.31 0.339
H 0.90389 3.15080 1.08098 1.09 -0.10 -2.17 0.250
H 0.59918 2.65131 -0.69886 1.61 0.71 1.15 0.271
H 2.08621 3.68484 -0.21355 0.83 0.66 -0.44 0.369
```
Forces are in eV/Å.

Results
Net charge: +1
ΔE to the lowest compared entry with this formula, charge and spin, kJ/mol: 441.5
Kohn-Sham gap, eV: 8.144
Molar mass, g mol⁻¹: 203.14
HOMO, Eh: -0.4566
F_max, eV Å⁻¹: 4.51
LUMO, eV: -4.281